1 | # H39O20

20 unconnected molecules or ions with the total composition H39O20 (the ωB97M-V functional and the def2-TZVPD basis, OMol25).

```
59
H39O20 the ωB97M-V functional and the def2-TZVPD basis
O 2.07 0.24 -3.92
O 2.38 1.16 0.38
O -0.71 0.75 -0.54
O 0.59 2.81 -1.26
O -2.47 0.32 5.10
O -4.09 -2.55 2.10
O 3.11 3.21 -2.17
O -2.96 0.13 2.44
O 3.26 -0.48 3.75
O -2.63 3.60 -0.25
O 4.73 -1.21 -1.93
O 0.81 -1.14 0.12
O -2.04 -4.81 0.46
O 0.23 -0.39 3.59
O -0.27 1.14 -4.61
O 5.01 0.47 0.08
O -0.01 2.79 3.17
O -0.03 -1.30 -3.12
O -1.52 -2.47 -1.13
O -4.70 -2.18 -1.29
H 2.93 0.27 -3.60
H -4.60 -2.76 1.32
H -3.16 -2.43 2.09
H -3.73 -2.04 -1.49
H 0.99 2.78 -0.42
H 0.15 2.34 3.96
H -1.19 0.77 0.21
H 0.78 -0.79 -3.47
H -0.52 0.23 -4.69
H -2.17 -3.77 0.56
H -0.70 2.17 2.77
H -1.79 3.47 -0.69
H -1.85 -1.62 -1.58
H -3.20 -0.37 1.70
H -4.86 -1.44 -1.90
H -1.12 -4.42 0.19
H 1.63 1.07 -3.73
H 4.37 -2.04 -2.17
H 0.26 -0.96 2.78
H -0.94 -2.17 -0.51
H 4.76 1.31 -0.29
H -1.84 0.15 4.34
H 4.77 -0.70 -2.71
H -0.12 -0.81 4.31
H -3.25 0.03 4.70
H -0.71 1.39 -3.78
H 0.16 -0.40 -0.38
H -3.48 0.88 2.57
H 4.28 -0.09 0.26
H 3.73 0.43 3.74
H -3.28 3.38 -1.18
H -0.15 -1.61 -2.31
H -0.12 2.00 -1.18
H 2.64 3.15 -1.34
H 2.86 -0.42 2.94
H 2.58 0.46 1.06
H 1.37 -1.47 -0.65
H 2.35 2.95 -2.74
H 1.41 1.03 0.32
```

Values from the calculation:
- Kohn-Sham gap: 9.1 eV
- Net charge: -1
- LUMO level: 1.9 eV


2 | # H39O20

A molecular structure, H39O20 (the ωB97M-V functional and the def2-TZVPD basis, OMol25).

```
59
H39O20 the ωB97M-V functional and the def2-TZVPD basis
O -0.46 3.32 2.59
O 0.52 1.60 0.11
O 3.13 3.95 0.24
O -2.04 -1.38 1.22
O 0.83 0.74 -2.45
O -3.35 0.89 1.98
O 2.92 0.22 0.10
O -1.14 4.06 0.05
O -1.86 -2.07 4.39
O 3.15 1.49 -2.11
O -2.18 1.91 -0.89
O -2.31 -3.72 -0.47
O -3.23 -3.77 -3.46
O 2.03 2.10 2.27
O -0.90 -1.27 -2.03
O 1.10 -4.02 -1.13
O 1.58 2.80 -4.96
O -1.03 -3.72 2.84
O 0.57 -1.09 1.08
O 2.06 -3.27 1.57
H 0.51 3.39 2.54
H 2.98 3.05 0.19
H -1.10 -1.27 1.27
H 3.25 0.77 -0.71
H 1.08 -3.06 -1.21
H 1.23 1.02 -0.27
H -0.72 2.41 2.70
H -0.14 -0.74 -1.84
H -1.51 -3.33 -0.74
H 2.00 1.72 1.43
H 0.43 -0.29 1.55
H 1.19 -3.57 1.41
H -1.66 -2.11 3.44
H -1.66 -0.67 -2.09
H -0.40 -2.91 2.88
H -3.01 0.35 1.38
H -2.79 -3.06 0.08
H 1.18 -0.84 0.28
H -1.27 -3.86 3.90
H 0.13 2.11 -0.66
H 0.95 2.23 -4.45
H -1.79 4.68 0.26
H -0.79 3.88 0.91
H 2.07 -2.40 1.18
H -1.63 2.64 -0.75
H -3.60 1.70 1.43
H 0.17 1.27 -2.22
H 3.61 1.44 -2.96
H 2.25 2.31 -5.32
H -3.35 -2.96 -4.03
H -2.22 -2.33 0.98
H -3.14 -3.26 -2.57
H 2.78 2.76 2.43
H -2.60 -1.54 4.27
H 3.69 4.22 -0.47
H 0.72 -4.37 -1.87
H 3.44 -0.56 -0.06
H 2.01 1.28 -2.38
H -1.66 1.13 -0.86
```

Values from the calculation:
- Kohn-Sham gap: 9.5 eV
- Net charge: -1
- LUMO level: 2.4 eV


Most stable: 2


1 | # C2H6Br2O

2 unconnected molecules or ions with the total composition C2H6Br2O (the ωB97M-V functional and the def2-TZVPD basis, OMol25).

```
11
C2H6Br2O the ωB97M-V functional and the def2-TZVPD basis
Br 0.31 -1.33 2.70
Br -2.11 0.63 1.80
O -1.55 -0.15 -2.83
C -0.76 -0.63 1.15
C 0.00 0.00 0.00
H -1.40 -1.12 -2.84
H 0.42 0.99 0.25
H 0.79 -0.62 -0.45
H -0.81 0.14 -0.74
H -1.27 -1.51 0.72
H -1.33 0.15 -3.74
```

Values from the calculation:
- Kohn-Sham gap: 10.5 eV
- LUMO level: 0.5 eV
- SMILES: CC(Br)Br.O


2 | # C2H6Br2O

2 unconnected molecules or ions with the total composition C2H6Br2O (the ωB97M-V functional and the def2-TZVPD basis, OMol25).

```
11
C2H6Br2O the ωB97M-V functional and the def2-TZVPD basis
Br 2.65 27.18 -8.52
Br 0.88 25.86 -11.12
O -0.23 24.25 -16.28
C 3.15 27.35 -10.38
C 1.86 27.59 -11.32
H 3.52 26.40 -10.77
H 0.42 24.28 -15.58
H 4.05 27.92 -10.59
H -1.06 24.12 -15.83
H 2.34 27.56 -12.30
H 1.17 28.40 -11.08
```

Values from the calculation:
- Kohn-Sham gap: 10.6 eV
- LUMO level: 0.5 eV
- SMILES: BrCCBr.O


Most stable: 1


1 | # C10H10N2O2

A molecular structure, C10H10N2O2 (the ωB97M-V functional and the def2-TZVPD basis, OMol25).

```
24
C10H10N2O2 the ωB97M-V functional and the def2-TZVPD basis
O 1.55 0.13 2.94
O -2.83 -0.13 1.73
N -0.64 0.03 2.29
N 1.02 0.39 0.74
C 1.34 0.68 -2.67
C -0.82 -0.50 -2.30
C -1.25 0.22 -0.02
C 0.01 0.38 -3.03
C 0.06 0.38 -0.26
C 0.71 0.19 2.08
C -0.25 -1.16 -1.17
C 0.97 -0.80 -0.71
C -1.68 0.02 1.36
C 1.79 0.09 -1.43
H -1.84 -0.59 -2.63
H -0.31 0.72 -4.01
H 2.77 0.39 -0.96
H 2.01 0.48 0.54
H 1.83 1.45 -3.27
H -2.00 0.22 -0.79
H -0.93 -0.09 3.26
H 0.44 0.51 -1.28
H 1.25 -1.17 0.23
H -0.89 -1.89 -0.71
```

Values from the calculation:
- Kohn-Sham gap: 5.9 eV
- LUMO level: -0.8 eV


2 | # C10H10N2O2

2 unconnected molecules or ions with the total composition C10H10N2O2 (the ωB97M-V functional and the def2-TZVPD basis, OMol25).

```
24
C10H10N2O2 the ωB97M-V functional and the def2-TZVPD basis
O -2.33 2.36 -0.36
O -0.59 -1.17 2.06
N -1.69 -1.57 0.20
N -1.55 0.73 1.12
C 0.77 -0.07 -0.58
C -2.29 1.15 -0.04
C 1.04 1.11 0.09
C -1.30 -0.66 1.16
C -2.87 0.13 -0.81
C -2.67 -1.19 -0.65
C 1.84 -0.91 -0.93
C 2.33 1.41 0.48
C 3.34 0.50 0.26
C 3.12 -0.71 -0.45
H 0.25 1.83 0.31
H 3.91 -1.43 -0.60
H 4.33 0.77 0.62
H -0.21 -0.34 -0.85
H 2.62 2.23 1.10
H -1.33 -2.52 0.22
H -3.64 0.43 -1.39
H 1.61 -1.76 -1.52
H -1.35 1.39 2.03
H -3.32 -1.72 -1.46
```

Values from the calculation:
- Kohn-Sham gap: 9.3 eV
- LUMO level: 0.2 eV
- SMILES: O=c1cc[nH]c(=O)[nH]1.c1ccccc1


3 | # C10H10N2O2

2 unconnected molecules or ions with the total composition C10H10N2O2 (the ωB97M-V functional and the def2-TZVPD basis, OMol25).

```
24
C10H10N2O2 the ωB97M-V functional and the def2-TZVPD basis
O 3.68 -1.43 -0.96
O 0.98 2.18 -0.67
N 0.98 0.79 0.95
N 2.50 0.58 -0.69
C -1.77 -1.12 -0.29
C -3.89 0.59 0.05
C -4.12 -0.75 -0.19
C 1.41 1.18 -0.19
C 1.57 -0.26 1.68
C -1.54 0.24 -0.05
C -3.07 -1.65 -0.41
C -2.59 1.12 0.13
C 2.48 -0.99 1.00
C 2.92 -0.63 -0.33
H -0.82 -1.67 -0.32
H -5.10 -1.13 -0.18
H -4.70 1.31 0.15
H -2.42 2.19 0.23
H 0.10 1.19 1.25
H 0.92 -0.55 2.64
H 2.78 0.84 -1.68
H 2.83 -1.99 1.36
H -0.51 0.57 0.09
H -3.18 -2.73 -0.58
```

Values from the calculation:
- Kohn-Sham gap: 9.7 eV
- LUMO level: 0.2 eV
- SMILES: O=c1cc[nH]c(=O)[nH]1.c1ccccc1


4 | # C10H10N2O2

C10H10N2O2 in the gas phase (the ωB97M-V functional and the def2-TZVPD basis, OMol25).

```
24
C10H10N2O2 the ωB97M-V functional and the def2-TZVPD basis
O 0.03 -0.71 2.07
O -1.15 1.82 1.18
N 1.54 -1.45 -3.61
N 0.90 -0.38 -4.11
C -0.66 0.98 -1.03
C 1.66 -1.74 -2.35
C -0.07 -0.49 0.76
C -0.24 2.53 2.08
C 0.30 0.42 -3.23
C 0.81 -1.01 -1.44
C 0.55 -1.40 -0.09
C 0.10 0.16 -1.88
C -1.06 -1.46 2.67
C -0.58 0.80 0.40
H -0.74 -1.59 3.75
H -0.23 1.29 -3.52
H -1.71 -0.68 2.70
H 0.65 -2.41 0.34
H 0.18 2.05 2.99
H -0.85 1.92 -1.54
H 0.46 3.02 1.40
H -0.73 3.33 2.58
H 2.18 -2.65 -2.20
H -1.36 -2.34 2.09
```

Values from the calculation:
- Kohn-Sham gap: 8.5 eV
- LUMO level: -0.2 eV
- SMILES: COc1cc2cnncc2cc1OC


Most stable: 3


1 | # CH3INO

2 unconnected molecules or ions with the total composition CH3INO (the ωB97M-V functional and the def2-TZVPD basis, OMol25).

```
7
CH3INO the ωB97M-V functional and the def2-TZVPD basis
I 2.34 -0.64 0.04
O 0.48 2.07 0.68
N 0.57 0.16 -0.65
C -0.64 -0.33 -0.12
H -1.12 0.55 0.11
H -0.45 -0.86 0.80
H -1.18 -0.95 -0.86
```

Values from the calculation:
- Kohn-Sham gap (spin up / spin down): 6.8 / 6.8 eV
- Net charge: -1
- LUMO level (spin up / spin down): 3.3 / 3.3 eV


2 | # CH3INO

A molecular structure, CH3INO (the ωB97M-V functional and the def2-TZVPD basis, OMol25).

```
7
CH3INO the ωB97M-V functional and the def2-TZVPD basis
I -2.30 0.53 0.26
O -0.41 -2.16 0.15
N -0.62 -0.08 -0.69
C 0.58 0.35 -0.05
H 0.68 -0.02 0.98
H 1.41 -0.07 -0.63
H 0.68 1.45 -0.03
```

Values from the calculation:
- Kohn-Sham gap (spin up / spin down): 7.0 / 7.0 eV
- Net charge: -1
- LUMO level (spin up / spin down): 3.3 / 3.3 eV


Most stable: 2


1 | # C2H8NO

2 unconnected molecules or ions with the total composition C2H8NO (the ωB97M-V functional and the def2-TZVPD basis, OMol25).

```
12
C2H8NO the ωB97M-V functional and the def2-TZVPD basis
O 3.33 -1.95 1.31
N -0.79 0.72 -0.13
C -1.37 -0.17 -1.15
C -1.28 1.84 0.21
H -1.31 -1.20 -0.80
H 3.30 -2.54 2.06
H -0.84 -0.02 -2.09
H 4.26 -1.96 1.03
H 0.18 0.56 0.12
H -0.79 2.53 0.89
H -2.25 2.13 -0.19
H -2.43 0.06 -1.25
```

Values from the calculation:
- Kohn-Sham gap: 8.8 eV
- Net charge: +1
- LUMO level: -5.4 eV


2 | # C2H8NO

2 unconnected molecules or ions with the total composition C2H8NO (the ωB97M-V functional and the def2-TZVPD basis, OMol25).

```
12
C2H8NO the ωB97M-V functional and the def2-TZVPD basis
O 0.87 2.22 0.59
N -0.18 -0.28 -0.31
C -1.31 0.02 -0.79
C 0.29 -1.63 0.11
H -1.95 -0.79 -1.13
H 1.36 -1.66 0.27
H -0.37 -1.98 0.90
H 1.12 2.35 1.48
H 1.47 2.68 -0.01
H -1.72 1.01 -0.66
H 0.34 0.39 0.27
H 0.09 -2.32 -0.72
```

Values from the calculation:
- Kohn-Sham gap: 11.2 eV
- Net charge: +1
- LUMO level: -5.1 eV


Most stable: 2


1 | # C3H8O2S

2 unconnected molecules or ions with the total composition C3H8O2S (the ωB97M-V functional and the def2-TZVPD basis, OMol25).

```
14
C3H8O2S the ωB97M-V functional and the def2-TZVPD basis
S 3.57 -0.56 -1.35
O -1.58 0.68 -0.45
O -3.14 0.18 1.43
C -0.45 0.02 0.19
C 2.00 -0.58 -0.32
C 0.74 0.12 -0.86
H -0.71 -1.03 0.38
H 2.12 -0.18 0.71
H 1.75 -1.63 -0.15
H -2.38 0.50 0.28
H -3.15 0.97 1.98
H 0.89 1.18 -1.05
H 0.48 -0.28 -1.86
H -0.14 0.58 1.08
```

Values from the calculation:
- Kohn-Sham gap: 5.8 eV
- Net charge: -2
- LUMO level: 6.0 eV


2 | # C3H8O2S

2 unconnected molecules or ions with the total composition C3H8O2S (the ωB97M-V functional and the def2-TZVPD basis, OMol25).

```
14
C3H8O2S the ωB97M-V functional and the def2-TZVPD basis
S 1.97 0.09 1.97
O -1.66 0.17 -1.28
O -2.87 -2.46 -2.31
C 1.42 1.27 0.68
C 0.03 1.31 0.08
C -0.46 0.02 -0.56
H -0.60 -0.70 0.25
H -2.00 -0.70 -1.61
H 0.35 -0.45 -1.14
H -2.09 -2.97 -2.50
H -0.09 2.05 -0.74
H 1.53 2.29 1.05
H 2.18 1.29 -0.11
H -0.64 1.61 0.92
```

Values from the calculation:
- Kohn-Sham gap: 6.0 eV
- Net charge: -2
- LUMO level: 6.1 eV


Most stable: 1


1 | # C2H2F2

C2H2F2 in the gas phase (the ωB97M-V functional and the def2-TZVPD basis, OMol25).

```
6
C2H2F2 the ωB97M-V functional and the def2-TZVPD basis
F -0.55 1.57 0.28
F 1.79 0.33 -0.07
C 0.48 -0.41 -0.12
C -0.64 0.23 0.24
H -1.69 -0.25 0.01
H 0.62 -1.48 -0.34
```

Values from the calculation:
- Kohn-Sham gap: 11.3 eV
- LUMO level: 0.9 eV
- SMILES: F/C=C\F


2 | # C2H2F2

2 unconnected molecules or ions with the total composition C2H2F2 (the ωB97M-V functional and the def2-TZVPD basis, OMol25).

```
6
C2H2F2 the ωB97M-V functional and the def2-TZVPD basis
F -0.81 1.00 1.62
F -1.91 -0.42 0.50
C 0.80 -0.01 -1.00
C -0.72 -0.02 0.81
H 1.68 0.46 -0.55
H 0.97 -1.01 -1.38
```

Values from the calculation:
- Kohn-Sham gap (spin up / spin down): 7.9 / 8.4 eV
- LUMO level (spin up / spin down): -0.7 / -0.8 eV


Most stable: 1


1 | # C2H11NO5

4 unconnected molecules or ions with the total composition C2H11NO5 (the ωB97M-V functional and the def2-TZVPD basis, OMol25).

```
19
C2H11NO5 the ωB97M-V functional and the def2-TZVPD basis
O 0.12 3.17 -0.67
O 2.27 0.16 0.71
O -0.55 -0.11 -1.79
O -3.07 -3.62 -3.26
O 2.65 -0.17 2.89
N -0.53 0.03 1.09
C 0.38 0.01 2.20
C 1.86 0.03 1.84
H 0.12 0.82 2.90
H 0.11 -0.12 -2.50
H -3.43 -2.72 -3.40
H -1.29 0.36 -2.18
H -0.68 1.00 0.84
H -2.48 -3.30 -2.56
H 0.39 3.66 -1.46
H 3.56 -0.45 2.80
H 0.07 -0.90 2.85
H 0.89 2.60 -0.53
H -0.39 -0.45 0.22
```

Values from the calculation:
- Kohn-Sham gap: 9.4 eV
- LUMO level: 0.3 eV
- SMILES: NCC(=O)O.O.O.O


2 | # C2H11NO5

4 unconnected molecules or ions with the total composition C2H11NO5 (the ωB97M-V functional and the def2-TZVPD basis, OMol25).

```
19
C2H11NO5 the ωB97M-V functional and the def2-TZVPD basis
O -1.46 2.95 -2.47
O 0.49 -2.48 5.17
O 0.36 -1.36 -0.22
O 0.17 0.81 -0.69
O 1.94 2.70 2.57
N -0.47 -0.82 -2.22
C -1.17 -2.10 -2.30
C 0.00 -0.33 -1.04
H 0.59 -1.07 0.66
H -0.28 -1.94 5.35
H 2.53 2.15 2.03
H 0.85 -2.28 4.30
H -0.96 3.69 -2.11
H -2.10 -1.94 -2.83
H -1.56 -2.49 -1.35
H -0.58 -2.82 -2.89
H -0.77 -0.13 -2.92
H 2.24 3.56 2.22
H -1.57 2.51 -1.61
```

Values from the calculation:
- Kohn-Sham gap: 10.4 eV
- LUMO level: 0.2 eV
- SMILES: CNC(=O)O.O.O.O


Most stable: 2


1 | # C2H7INS

2 unconnected molecules or ions with the total composition C2H7INS (the ωB97M-V functional and the def2-TZVPD basis, OMol25).

```
12
C2H7INS the ωB97M-V functional and the def2-TZVPD basis
I 0.37 2.45 -0.95
S -0.49 -1.90 -0.82
N -0.84 0.55 1.09
C 1.01 -1.07 -0.85
C 0.45 0.93 0.50
H -1.53 0.92 0.52
H -0.99 -1.44 -1.91
H -1.01 -0.52 1.15
H 1.24 1.18 1.24
H 1.12 -0.44 -1.67
H -1.14 0.76 2.07
H 1.82 -1.43 -0.36
```

Values from the calculation:
- Kohn-Sham gap (spin up / spin down): 7.9 / 7.9 eV
- Net charge: +1
- LUMO level (spin up / spin down): -4.6 / -4.6 eV


2 | # C2H7INS

2 unconnected molecules or ions with the total composition C2H7INS (the ωB97M-V functional and the def2-TZVPD basis, OMol25).

```
12
C2H7INS the ωB97M-V functional and the def2-TZVPD basis
I -1.59 -1.11 -1.11
S -1.70 -0.42 3.68
N 0.88 0.52 -2.17
C -0.23 -0.54 2.99
C 0.42 -0.40 -0.96
H 1.11 1.32 -1.74
H 1.10 -1.20 -0.78
H 0.13 0.71 -2.86
H 1.66 0.06 -2.74
H 0.24 0.38 2.96
H -1.98 -1.81 3.91
H 0.31 -1.39 2.92
```

Values from the calculation:
- Kohn-Sham gap (spin up / spin down): 4.2 / 3.0 eV
- Net charge: +1
- LUMO level (spin up / spin down): -6.1 / -6.7 eV


Most stable: 1